A structure of composition C5H8O7PS, computed with ωB97M-V with the def2-TZVPD basis set.

Structure (XYZ):
```
22
Properties=species:S:1:pos:R:3
C 1.745 -1.781 0.056
C 1.077 -0.642 0.040
C -3.154 0.120 0.408
C -2.833 1.668 0.769
C 3.226 -1.839 -0.110
O 2.718 0.943 -1.450
O -0.641 0.461 -2.121
O 0.547 1.802 -0.335
O 2.413 1.328 1.017
O -2.376 -0.220 -0.645
O -1.639 1.833 0.147
O -0.249 -0.493 0.227
P -0.844 0.642 -0.705
S 1.858 0.987 -0.272
H 1.185 -2.702 0.161
H -2.844 -0.447 1.258
H -4.209 -0.110 0.194
H -3.706 2.051 0.205
H -2.861 1.631 1.816
H 3.645 -2.799 -0.341
H 3.287 -1.145 -1.029
H 3.657 -1.286 0.708
```

Values from the calculation:
LUMO: 3.537 eV
Max |F|: 5.85 eV/A
Charge: -1
Frontier orbital gap: 9.062 eV
M: 243.2 g mol⁻¹